The following is a DFT calculation (ωB97M-V/def2-TZVPD) of a 14-piece molecular cluster, C56H98O28 overall.

```
182
Properties=species:S:1:pos:R:3:forces:R:3:mulliken_charge:R:1
O -1.039 3.913 5.787 0.09 -0.25 -0.32 -0.657
C -1.656 3.150 5.079 2.39 0.89 -0.52 0.503
O -2.715 2.518 5.440 -1.91 -2.19 2.42 -0.061
C -3.075 2.482 6.864 -2.73 1.09 -0.71 -0.287
C -4.527 1.924 6.820 1.35 -0.04 -0.17 -1.172
C -1.395 2.753 3.652 1.20 0.92 -0.69 -0.556
H -3.091 3.509 7.230 0.44 -0.14 0.07 0.362
H -2.578 1.802 7.555 1.10 0.23 -0.71 0.255
H -4.312 0.867 6.659 -0.90 -0.26 0.20 0.310
H -5.095 2.289 5.963 0.07 0.21 0.17 0.256
H -5.038 2.142 7.757 -0.05 -0.33 -0.07 0.396
H -0.464 3.138 3.234 0.13 0.48 0.57 0.259
H -2.172 3.252 3.073 -0.26 -0.71 -0.29 0.043
H -1.274 1.680 3.500 -0.88 -0.04 0.17 0.304
O 3.672 -3.163 -6.691 -0.93 -0.69 -1.14 -0.590
C 3.836 -2.365 -5.817 3.07 -2.84 0.73 0.782
O 3.362 -1.199 -5.735 -1.32 3.50 -0.73 -0.270
C 2.430 -0.674 -6.750 -0.69 0.62 0.84 -0.172
C 2.707 0.811 -6.967 -0.01 -0.05 0.48 -1.111
C 4.853 -2.664 -4.711 0.12 -0.12 0.30 -0.993
H 1.498 -0.843 -6.211 -0.35 0.37 -0.40 0.233
H 2.335 -1.155 -7.723 0.77 -0.71 0.40 0.307
H 2.968 1.310 -6.034 0.03 -0.12 0.08 0.298
H 1.802 1.308 -7.317 -0.03 -0.13 -0.19 0.363
H 3.509 1.008 -7.679 -0.02 -0.20 -0.01 0.324
H 5.524 -3.462 -5.027 -0.18 0.09 -0.25 0.325
H 4.387 -3.030 -3.796 -0.28 0.15 0.00 0.209
H 5.460 -1.799 -4.443 -0.20 0.12 -0.07 0.297
O 1.090 5.833 1.941 -0.70 0.10 -1.84 -0.564
C 1.116 5.803 0.717 0.47 -2.21 1.75 0.744
O 0.260 5.070 -0.070 0.24 0.96 -0.07 -0.179
C -0.891 4.487 0.511 -1.48 0.86 2.36 0.827
C -1.824 5.528 1.315 0.96 -0.81 -0.34 -1.422
C 2.261 6.343 -0.057 -0.18 0.28 -0.69 -0.945
H -0.598 3.779 1.286 0.30 -0.11 -0.11 -0.412
H -1.449 3.897 -0.216 0.20 0.52 -0.35 0.163
H -1.321 5.841 2.229 0.33 0.03 -0.21 0.442
H -2.727 5.044 1.687 -0.11 -0.14 -0.58 0.343
H -2.065 6.435 0.760 -0.07 -0.18 -0.26 0.341
H 2.230 7.398 0.215 0.58 0.14 -0.48 0.319
H 2.161 6.141 -1.123 -0.29 0.51 0.00 0.216
H 3.216 5.887 0.204 -0.18 0.08 0.62 0.159
O 0.219 6.898 -4.495 -2.10 -2.30 -0.83 -0.683
C -0.534 5.996 -4.950 4.83 2.20 2.73 0.590
O -1.154 6.117 -6.058 -1.76 0.86 -3.25 -0.240
C -1.162 7.368 -6.806 0.20 0.88 -2.38 -0.287
C -0.379 7.311 -8.208 0.56 -0.72 2.44 -1.058
C -0.712 4.654 -4.320 -1.23 -0.60 0.70 -0.185
H -0.739 8.241 -6.309 -0.14 -0.59 0.71 0.324
H -2.192 7.573 -7.096 -0.17 -0.21 0.67 0.281
H -0.807 6.595 -8.909 0.18 0.15 0.06 0.271
H 0.617 7.040 -7.858 0.23 -0.76 -0.50 0.315
H -0.136 8.278 -8.646 -0.96 0.21 0.04 0.371
H -1.531 4.122 -4.806 -0.11 0.11 0.12 -0.016
H -0.976 4.838 -3.279 -0.20 0.03 0.07 0.047
H 0.075 3.905 -4.230 0.68 0.72 -0.55 0.313
O -3.617 2.915 0.727 -2.35 -1.69 -0.39 -0.345
C -4.648 2.599 0.108 2.43 2.42 0.03 0.585
O -5.646 1.803 0.529 1.18 1.52 -1.22 -0.316
C -5.568 1.347 1.853 -0.29 -0.74 1.16 0.230
C -6.967 0.999 2.264 -0.47 -1.51 0.48 -1.321
C -4.893 3.333 -1.238 -0.63 -0.94 1.63 -0.956
H -5.214 2.038 2.619 0.49 0.67 -0.78 0.100
H -4.895 0.490 1.875 -0.08 -0.13 0.15 0.220
H -7.765 1.639 1.886 0.38 0.42 0.19 0.328
H -6.964 0.937 3.352 -0.37 0.26 0.08 0.358
H -7.242 -0.009 1.953 0.03 -0.08 -0.25 0.322
H -4.212 4.177 -1.349 0.30 -0.56 -0.01 0.275
H -5.880 3.770 -1.086 -0.31 -0.25 -0.72 0.384
H -4.829 2.569 -2.013 -0.26 0.46 -0.35 0.163
O 7.967 -4.652 2.160 -0.37 2.38 -1.42 -0.589
C 7.293 -3.764 1.636 -1.88 -2.28 3.44 0.656
O 6.690 -2.760 2.424 1.71 -0.14 -1.65 -0.122
C 7.190 -2.448 3.729 -0.22 0.52 1.90 -0.527
C 6.275 -1.315 4.262 -0.50 -1.71 -0.94 -0.259
C 6.556 -3.951 0.312 1.49 0.40 0.24 -0.987
H 8.205 -2.088 3.894 0.44 -0.26 -1.33 0.405
H 7.133 -3.326 4.374 -0.25 -0.20 -0.12 0.346
H 6.330 -1.086 5.326 0.59 0.11 -0.21 0.465
H 5.305 -1.795 4.128 -0.44 0.73 -0.05 -0.288
H 6.378 -0.468 3.585 -0.17 0.19 0.39 0.045
H 5.574 -3.479 0.299 0.25 -0.03 -0.01 0.188
H 6.556 -5.020 0.098 -0.28 0.10 0.18 0.330
H 7.241 -3.526 -0.422 -0.38 0.27 -0.43 0.393
O -5.327 -2.458 -4.086 0.39 -2.72 1.17 -0.528
C -5.351 -3.499 -3.384 -0.07 4.82 0.28 0.714
O -4.507 -3.669 -2.369 -1.07 -2.00 -0.25 -0.243
C -3.448 -2.812 -2.076 1.42 1.38 -1.61 0.133
C -2.354 -2.801 -3.232 -0.88 -0.87 0.69 -1.067
C -6.479 -4.442 -3.438 -0.69 -0.87 0.03 -1.193
H -3.114 -3.145 -1.094 0.30 0.20 -0.25 0.163
H -3.791 -1.777 -2.064 -0.35 -0.02 0.51 0.251
H -1.379 -3.106 -2.853 0.11 0.42 -0.02 0.130
H -2.357 -1.871 -3.799 0.30 0.13 0.45 0.131
H -2.632 -3.550 -3.974 -0.06 -0.22 0.06 0.545
H -6.111 -5.215 -4.113 -0.82 -0.15 -0.46 0.275
H -7.385 -3.897 -3.706 0.37 -0.08 -1.06 0.319
H -6.858 -4.948 -2.550 1.12 0.06 0.53 0.322
O -5.424 -4.253 2.095 2.94 -0.59 0.67 -0.676
C -4.246 -4.337 2.462 -1.99 0.60 -0.01 0.425
O -3.566 -3.198 2.790 -0.16 0.62 -0.72 -0.379
C -2.187 -3.441 3.177 -0.57 0.43 -1.01 0.756
C -2.300 -4.852 3.626 1.63 -2.72 1.41 -0.344
C -3.329 -5.564 2.761 -1.27 2.66 -1.09 0.189
H -1.791 -2.598 3.744 -0.77 -0.49 1.29 0.269
H -1.496 -3.322 2.343 -0.50 -0.63 -0.74 -0.658
H -2.571 -5.054 4.663 -0.04 0.75 0.22 0.330
H -1.363 -5.396 3.505 0.31 0.24 0.11 0.132
H -3.974 -6.336 3.180 0.56 -0.12 -0.02 0.389
H -2.887 -5.777 1.788 -0.16 -0.63 0.06 -0.337
O 3.230 1.551 8.262 0.47 0.30 -1.20 -0.617
C 2.718 1.364 7.189 -1.84 -0.96 1.13 0.395
O 3.299 1.302 5.989 3.90 1.44 1.16 -0.342
C 2.454 1.020 4.947 -0.98 -1.98 -0.67 0.274
C 1.405 0.216 5.692 -2.28 0.06 -1.69 -0.009
C 1.242 0.960 6.959 0.75 0.48 1.21 -0.420
H 2.857 0.319 4.216 0.83 0.36 0.04 -0.258
H 2.193 1.931 4.409 -0.60 0.04 0.22 0.205
H 1.650 -0.822 5.919 0.66 0.14 -0.35 0.066
H 0.535 0.140 5.039 -0.46 0.01 0.25 0.274
H 0.939 0.333 7.799 -0.16 0.29 0.00 0.340
H 0.673 1.888 6.920 -0.29 -0.07 -0.13 0.103
O 6.275 4.875 1.516 -1.28 -1.35 -0.59 -0.600
C 5.854 3.792 1.151 2.47 2.31 0.68 0.250
O 4.894 3.652 0.193 0.58 -0.20 0.31 -0.307
C 4.784 2.267 -0.105 1.05 -1.77 1.24 0.060
C 6.071 1.588 0.508 -1.75 -0.67 -1.95 -0.572
C 6.444 2.451 1.610 -0.67 1.03 1.36 -0.149
H 4.855 1.983 -1.155 -0.83 0.80 -0.13 0.309
H 3.947 1.822 0.433 -0.37 0.36 -0.53 0.004
H 6.778 1.673 -0.317 0.48 -0.69 0.31 0.333
H 5.748 0.585 0.785 0.65 -0.23 -0.27 0.229
H 7.485 2.392 1.928 0.04 0.81 -0.44 0.419
H 5.906 2.247 2.536 -0.36 -0.33 0.09 0.006
O 2.413 -0.292 1.887 -2.33 0.04 -4.03 -0.482
C 1.718 -0.230 0.833 0.81 -0.49 3.06 -0.007
O 2.123 0.458 -0.265 1.31 -0.84 1.91 -0.170
C 1.098 0.772 -1.158 -1.72 -0.69 -0.38 -0.259
C -0.152 0.029 -0.601 -1.50 0.33 -1.24 -0.091
C 0.318 -0.865 0.487 1.14 0.14 1.19 0.574
H 1.334 0.390 -2.151 0.28 0.34 -0.01 0.272
H 1.011 1.857 -1.111 -0.29 -0.08 -0.46 0.196
H -0.759 -0.598 -1.254 0.66 0.09 -1.01 0.091
H -0.947 0.725 -0.332 0.40 0.36 0.76 -0.154
H 0.461 -1.910 0.212 0.48 0.02 -0.61 -0.403
H -0.464 -1.017 1.231 0.56 0.66 0.77 0.254
O -1.036 -4.084 0.232 -0.03 -1.14 -0.69 -0.220
C -0.747 -5.166 -0.242 0.39 1.06 0.09 0.228
O -1.357 -6.296 0.076 -1.91 -0.36 2.43 -0.352
C -0.740 -7.522 -0.317 -0.35 0.93 -1.76 -0.385
C 0.061 -7.000 -1.484 1.30 -0.74 -0.93 -0.928
C 0.394 -5.504 -1.147 -0.15 -1.58 -0.34 -0.024
H -1.520 -8.141 -0.761 -0.09 -0.23 0.72 0.296
H -0.175 -8.064 0.441 -0.19 0.54 0.39 0.306
H -0.543 -7.181 -2.373 -0.20 0.96 -0.13 0.311
H 0.858 -7.717 -1.683 0.76 0.58 0.16 0.427
H 0.513 -4.840 -2.003 0.04 -0.06 0.25 0.384
H 1.226 -5.441 -0.446 0.55 0.02 -0.41 0.035
O 0.950 -2.954 4.999 0.74 -1.89 -2.28 -0.655
C 1.614 -3.548 4.149 -0.64 1.15 1.62 0.495
O 1.263 -4.695 3.504 -2.23 -0.20 1.29 -0.321
C 2.258 -5.140 2.612 0.80 0.66 -0.68 -0.114
C 3.488 -4.572 3.288 0.73 -0.64 -0.93 -0.633
C 3.003 -3.187 3.720 0.67 -0.41 1.26 0.119
H 1.944 -4.725 1.654 0.58 0.10 -0.38 -0.241
H 2.390 -6.216 2.499 -0.80 -0.12 0.43 0.416
H 4.442 -4.799 2.812 -0.03 1.01 -0.74 0.312
H 3.600 -5.302 4.090 -0.21 0.64 0.99 0.319
H 2.956 -2.332 3.046 0.24 -0.34 -0.61 -0.012
H 3.505 -2.825 4.618 0.04 0.02 -0.04 0.266
O -2.272 1.356 -4.028 -2.16 0.43 -2.48 -0.432
C -3.127 1.396 -4.925 2.94 0.94 2.27 0.431
O -3.453 2.585 -5.592 0.92 -1.14 1.55 -0.290
C -4.713 2.398 -6.175 -1.30 -0.32 -0.60 -0.547
C -4.850 0.902 -6.390 -1.93 -0.76 -1.36 -0.656
C -3.924 0.259 -5.445 0.94 -0.64 0.40 0.076
H -4.839 3.065 -7.028 0.30 -0.30 -0.15 0.370
H -5.544 2.615 -5.504 0.30 0.66 0.52 0.263
H -4.600 0.491 -7.368 -0.26 0.69 -0.32 0.266
H -5.862 0.575 -6.156 -0.16 0.17 -0.35 0.334
H -3.319 -0.411 -6.055 0.61 -0.03 0.58 0.261
H -4.323 -0.355 -4.638 -0.20 0.21 0.01 -0.080
```
Forces are in eV/Å.

Results
DFT total energy in eV: -116987.214
Energy above the lowest of the compared OMol25 structures with the same formula, charge and spin in eV: 8.063
HOMO-LUMO gap in eV: 9.08
Total charge: 0
HOMO level in eV: -9.47